8
Properties=species:S:1:pos:R:3:forces:R:3:lowdin_charge:R:1 method="wB97M-V/def2-TZVPD" gap_ev="8.378 / 8.942" total_energy_ha=-532.50672
C -0.96542 0.81453 -0.30252 1.86 0.07 0.73 0.155
C -1.07205 -0.45676 -0.42410 -0.17 -0.93 -0.20 -0.346
C 1.65114 0.37469 0.61928 -1.54 -0.62 -0.54 -0.248
O -0.14052 -1.42083 -0.12490 0.31 -0.35 0.08 -0.451
P 1.39666 -1.21477 0.45102 -0.13 0.54 -0.02 0.810
H -1.30490 1.80908 -0.34990 -0.36 0.52 -0.13 0.027
H -1.93342 -0.99198 -0.81137 -0.27 0.28 -0.04 0.116
H 2.36849 1.08605 0.94248 0.31 0.50 0.12 -0.063


113
Properties=species:S:1:pos:R:3:forces:R:3:mulliken_spin:R:1 method="wB97M-V/def2-TZVPD" gap_ev="5.811 / 7.015" multiplicity=3 total_energy_ha=-4345.01591
Ti -0.13007 0.64856 1.12504 0.46 -1.42 0.70 1.754
C 1.23161 4.38138 1.88482 0.03 0.08 -0.09 0.019
N 1.17606 3.75881 0.56601 -0.05 -0.01 0.10 0.005
C 2.37203 4.03513 -0.20593 0.02 0.04 -0.04 0.007
C -0.05301 3.99421 -0.12044 0.24 -0.01 -0.16 -0.028
C -0.12680 4.84283 -1.22083 -0.06 0.03 -0.04 0.000
C -1.31927 5.01881 -1.91522 0.04 -0.02 0.05 0.002
C -2.45615 4.33641 -1.51251 0.02 -0.08 0.04 0.004
C -2.38352 3.47491 -0.42312 -0.08 0.12 -0.21 -0.009
C -1.19860 3.29196 0.27418 -0.06 -0.18 0.43 -0.001
N -1.11605 2.34016 1.32783 -0.74 1.21 0.54 0.058
C -1.80994 2.60668 2.51081 0.37 0.17 -0.56 -0.022
C -2.61826 3.73622 2.71526 -0.20 0.02 0.04 0.001
C -3.29365 3.93482 3.90817 0.02 -0.02 -0.04 0.003
C -3.17668 3.02501 4.95178 0.02 0.02 -0.06 -0.003
C -2.32787 1.94107 4.78859 -0.02 -0.01 -0.06 -0.004
C -1.64554 1.73366 3.59666 0.21 -0.24 0.21 0.025
N -0.59356 0.70264 3.49772 -0.32 0.24 0.20 0.057
C -1.01445 -0.57221 4.10768 0.09 0.20 -0.11 0.017
C 0.57277 1.20359 4.25996 -0.09 -0.07 -0.14 0.067
H 1.37009 5.47128 1.81265 -0.01 -0.01 0.02 0.000
H 0.31599 4.19067 2.44022 -0.03 -0.04 -0.03 -0.011
H 2.07529 3.97525 2.45059 0.02 0.00 -0.02 0.001
H 2.33390 3.50042 -1.15835 -0.03 0.03 0.09 -0.002
H 2.52366 5.10730 -0.40101 0.01 0.00 0.00 0.001
H 3.24104 3.68207 0.35144 -0.01 0.01 0.00 -0.001
H 0.75772 5.37284 -1.55023 -0.05 -0.02 -0.01 0.001
H -1.34964 5.68532 -2.76938 0.00 -0.02 0.03 0.001
H -3.39042 4.45742 -2.04929 0.04 0.00 0.03 0.000
H -3.25269 2.90772 -0.10804 -0.02 0.03 0.01 0.003
H -2.72142 4.45705 1.91523 -0.01 -0.01 0.03 0.000
H -3.91812 4.81340 4.02137 0.01 -0.02 -0.01 0.000
H -3.71003 3.16824 5.88307 0.02 0.00 -0.04 0.000
H -2.18281 1.26168 5.61907 0.00 0.01 -0.01 0.000
H -0.20105 -1.28812 4.02929 0.06 -0.06 -0.03 0.015
H -1.26175 -0.45509 5.16519 0.00 -0.04 0.05 0.002
H -1.87995 -0.96357 3.58094 -0.07 -0.01 -0.02 -0.005
H 0.29558 1.40365 5.29928 0.02 0.00 0.04 0.006
H 1.36731 0.45926 4.23382 0.04 0.01 0.00 -0.004
H 0.92975 2.12810 3.80725 0.00 0.02 0.01 -0.040
I 2.77384 0.90553 1.48558 -0.49 0.26 0.24 -0.003
C 4.09421 -0.59890 0.94273 -0.28 -0.51 -0.18 0.028
C 5.36424 -0.11963 1.00937 0.77 -0.19 -0.12 -0.007
C 6.47830 -0.93044 0.68777 -0.12 0.58 0.18 0.000
C 6.26199 -2.20687 0.31374 -0.12 -0.41 -0.11 0.001
C 4.94765 -2.74000 0.23722 -0.03 0.08 0.01 -0.001
C 4.82209 -4.09154 -0.15416 0.29 0.11 0.02 0.000
C 3.60460 -4.67014 -0.24986 -0.46 -0.05 0.01 0.000
C 2.46220 -3.89981 0.04153 0.01 -0.61 -0.18 0.001
C 2.50103 -2.58891 0.42118 0.10 0.72 0.26 0.046
P 0.76771 -1.90110 0.73781 0.21 -0.41 -0.36 0.013
C 0.03321 -2.54682 -0.83496 0.00 -0.01 0.01 -0.014
C 0.66972 -2.14122 -2.01287 -0.01 0.12 0.03 0.000
C 0.22243 -2.56246 -3.25218 -0.07 -0.06 0.02 0.001
C -0.86705 -3.42477 -3.34477 0.05 0.03 0.01 0.001
C -1.50194 -3.84111 -2.18772 -0.02 0.12 0.03 0.000
C -1.06470 -3.39029 -0.94379 -0.02 -0.09 -0.05 0.003
C 0.28980 -3.06287 2.09269 0.17 0.05 0.05 -0.006
C -1.03518 -3.38131 2.38035 -0.03 -0.01 0.15 0.001
C -1.37100 -4.12321 3.50740 -0.02 0.03 -0.10 0.001
C -0.38926 -4.53635 4.39387 0.08 0.02 -0.01 0.000
C 0.93440 -4.19533 4.14424 -0.07 0.03 -0.04 0.002
C 1.26667 -3.47035 3.00725 0.02 -0.09 0.02 0.000
C 3.78882 -1.94929 0.54312 0.14 0.14 0.04 -0.018
H 5.52975 0.90589 1.31306 0.06 -0.05 -0.02 0.001
H 7.47972 -0.52303 0.74426 -0.05 0.02 0.01 0.000
H 7.09096 -2.85837 0.06210 -0.05 0.00 0.00 0.000
H 5.72568 -4.64998 -0.37315 -0.03 0.04 0.01 0.000
H 3.49896 -5.70519 -0.54958 -0.04 0.04 0.02 0.000
H 1.49695 -4.38330 -0.04800 0.04 -0.03 0.00 0.000
H 1.52210 -1.47728 -1.96144 0.01 0.04 0.02 -0.001
H 0.72654 -2.21666 -4.14733 -0.01 -0.02 0.04 0.000
H -1.21220 -3.76964 -4.31247 0.01 0.02 0.04 0.000
H -2.35026 -4.51242 -2.23651 -0.02 0.03 -0.01 0.000
H -1.58960 -3.74558 -0.07395 -0.02 -0.04 0.15 -0.001
H -1.83063 -3.00328 1.76049 -0.08 0.05 -0.16 0.004
H -2.41108 -4.36224 3.69776 0.03 0.01 -0.01 0.000
H -0.65211 -5.10994 5.27425 0.01 0.02 -0.03 0.000
H 1.71330 -4.49573 4.83483 -0.02 0.01 -0.03 0.000
H 2.30719 -3.22351 2.83411 -0.02 -0.01 0.00 -0.001
C -3.25849 -0.26121 -1.29178 0.04 -0.08 -0.15 0.009
Te -3.00471 -0.15870 0.80515 0.13 0.55 0.44 -0.008
C -4.35297 -1.79544 0.94527 0.00 -0.24 -0.26 0.015
C -4.68504 -2.17622 -0.48576 -0.06 -0.12 0.11 -0.004
C -5.50818 -3.27320 -0.75392 0.03 0.05 -0.01 -0.001
C -5.83767 -3.61182 -2.05590 0.03 0.06 -0.01 0.000
C -5.34508 -2.85062 -3.11336 0.01 -0.07 0.06 0.000
C -4.51852 -1.77189 -2.85594 0.03 -0.02 0.03 0.000
C -4.17776 -1.42805 -1.54694 0.04 0.01 -0.05 0.006
H -2.28254 -0.36729 -1.76841 -0.03 -0.05 0.02 -0.006
H -3.69706 0.68261 -1.61017 0.00 -0.01 -0.09 0.001
H -5.22784 -1.44068 1.48663 -0.06 -0.07 -0.04 0.001
H -3.91886 -2.62313 1.50724 -0.05 -0.05 -0.08 0.000
H -5.89686 -3.85998 0.07166 0.01 0.02 -0.02 0.000
H -6.48082 -4.46174 -2.24877 0.02 0.02 0.01 0.000
H -5.59832 -3.10729 -4.13495 0.00 0.01 0.04 0.000
H -4.11239 -1.19047 -3.67646 -0.02 -0.01 0.03 0.000
F 2.34053 2.95103 -7.89181 -0.04 0.01 -0.08 0.000
C 3.21537 2.91131 -6.86964 -0.08 -0.12 0.16 -0.001
F 3.70613 4.16004 -6.74352 0.05 0.13 0.00 0.001
F 4.23994 2.13152 -7.25473 0.05 -0.03 -0.05 0.000
C 2.57579 2.42948 -5.60211 -0.02 0.05 -0.06 0.017
C 1.33007 2.93068 -5.23866 -0.08 0.02 0.08 -0.009
C 0.73848 2.53092 -4.05355 -0.03 0.03 -0.07 0.025
C 1.38211 1.61833 -3.20533 -0.05 -0.02 0.19 0.002
C 2.63383 1.12554 -3.58931 0.10 -0.01 -0.07 0.035
C 3.22721 1.52643 -4.77883 -0.02 -0.09 0.16 -0.005
C 0.78590 1.21914 -1.96474 -0.18 -0.12 -0.14 0.106
C 0.26521 0.87223 -0.90809 0.40 0.24 -1.02 -0.158
H 0.82331 3.63651 -5.88677 0.02 -0.03 0.03 0.000
H -0.22904 2.92022 -3.75823 0.06 -0.01 -0.03 0.003
H 3.14276 0.42453 -2.93761 0.00 0.02 -0.02 0.002
H 4.19492 1.13508 -5.06423 -0.02 0.01 0.02 0.000


36
Properties=species:S:1:pos:R:3:forces:R:3:lowdin_charge:R:1 method="wB97M-V/def2-TZVPD" gap_ev=6.517 total_charge=-1 total_energy_ha=-1028.55722
C -0.61472 2.60176 -0.43678 0.69 -0.17 -0.51 -0.271
C -0.43624 2.14362 -1.77464 0.44 0.31 0.64 -0.246
C 0.93716 1.80834 -1.95263 -0.11 0.31 0.67 -0.232
C 1.62045 2.05349 -0.72461 -0.90 0.20 -0.23 -0.260
C 0.65914 2.53919 0.22657 -0.12 -0.33 -0.84 -0.286
Bi -0.07502 -0.33731 0.46491 0.44 1.67 1.38 1.540
C -1.68692 -1.76432 -1.86011 -1.03 0.26 0.51 -0.081
C -2.31497 -1.09992 -0.87466 -2.63 -1.24 -2.31 -0.363
C -3.43424 -0.61720 -0.32222 1.53 0.05 0.33 -0.026
N -1.01105 -0.63179 2.29384 0.54 0.24 -0.52 -0.449
H 1.39842 1.47586 -2.88389 -0.14 0.01 0.30 0.063
H -1.20874 2.10061 -2.54155 0.16 -0.06 0.21 0.065
H 2.69174 1.96356 -0.55648 -0.25 -0.10 0.00 0.069
H 0.87683 2.89497 1.23189 -0.07 -0.15 -0.21 0.070
H -1.53581 2.99520 -0.01035 0.19 -0.20 -0.05 0.067
H -1.39348 -1.26272 -2.78971 0.19 0.06 0.60 0.066
H -1.83694 -0.01749 2.39050 0.29 -0.28 -0.48 -0.164
H -1.49454 -2.84259 -1.81755 0.05 0.44 0.30 0.058
H -4.41785 -0.81012 -0.77707 0.69 -0.01 0.05 0.062
H -3.42535 -0.01621 0.59732 0.11 -0.37 -0.41 0.039
C 1.22246 -2.25312 3.59875 -0.17 -0.03 0.22 -0.228
Si 1.88287 -2.75166 1.91587 -0.27 0.94 -0.03 0.337
C 3.52205 -3.66465 2.07718 0.13 -0.30 0.01 -0.213
C 0.59622 -3.87172 1.10851 0.08 -0.37 -0.14 -0.214
C 2.05004 -1.22172 0.84141 -0.03 -0.57 0.41 -0.482
H 1.10352 -3.12881 4.25396 0.07 0.08 -0.07 0.016
H 0.22919 -1.75289 3.48432 0.65 -0.26 -0.07 -0.034
H 1.89684 -1.54855 4.10559 -0.07 -0.11 -0.09 0.022
H 3.41770 -4.56382 2.70050 0.08 0.11 -0.09 0.016
H 3.89038 -3.97445 1.08923 -0.03 0.04 0.18 0.018
H 4.28517 -3.01845 2.53481 -0.21 -0.12 -0.10 0.022
H -0.38262 -3.38138 1.00105 0.26 -0.04 0.17 0.001
H 0.92595 -4.19201 0.10962 -0.05 0.00 0.14 0.022
H 0.45081 -4.77463 1.71981 -0.03 0.12 -0.16 0.022
H 2.62655 -0.39650 1.29117 -0.26 -0.25 -0.07 -0.011
H 2.46232 -1.41698 -0.16383 -0.22 0.09 0.28 -0.015


33
Properties=species:S:1:pos:R:3:forces:R:3:mulliken_spin:R:1 method="wB97M-V/def2-TZVPD" gap_ev="7.056 / 5.575" total_charge=-1 multiplicity=5 total_energy_ha=-3010.57826
Rh -0.79502 1.44512 -0.87765 0.21 -0.24 0.63 1.172
S -1.05264 3.28849 0.69881 -0.45 0.32 0.00 0.774
S -2.74979 4.14336 0.39601 0.30 -0.13 0.13 0.818
S -2.14063 3.58941 -3.05736 -0.20 0.17 -0.10 0.602
S -0.38246 2.87275 -2.60596 0.21 -0.13 0.00 0.414
O 1.12197 1.04043 0.39049 -0.27 0.02 -0.14 0.082
N 0.94352 0.21952 1.33534 0.17 -0.09 0.03 -0.005
N -0.23710 -0.24709 1.46960 -0.01 0.09 -0.03 0.003
O -1.28448 0.07503 0.74280 0.22 0.32 -0.32 0.010
C -0.44755 -1.19785 2.51206 -0.03 -0.22 0.24 0.000
C -1.65580 -1.87943 2.53859 -0.03 0.09 -0.12 -0.002
C -1.90098 -2.79452 3.55083 0.03 -0.03 0.08 0.000
C -0.95316 -3.02708 4.53449 0.03 -0.08 0.02 0.001
C 0.25948 -2.35079 4.49212 -0.05 0.00 -0.02 0.000
C 0.51979 -1.43705 3.48654 0.00 0.09 -0.11 -0.001
H -2.37975 -1.67742 1.76287 0.00 0.01 0.02 0.000
H -2.84159 -3.32992 3.57244 -0.01 0.03 -0.03 0.000
H -1.14847 -3.73752 5.32816 -0.02 0.00 -0.01 0.000
H 1.00733 -2.53310 5.25350 0.01 0.02 -0.01 0.000
H 1.45737 -0.90556 3.44441 0.02 0.02 0.02 0.000
F -1.05833 -1.20975 -1.79784 0.00 0.09 0.01 0.007
C -1.51925 0.03928 -2.09896 -0.35 -0.25 -0.38 0.082
F -1.35551 0.14056 -3.44856 0.02 0.02 0.13 0.012
F -2.87720 -0.02469 -1.91721 0.11 -0.05 -0.03 0.003
C 1.77876 0.48788 -4.38110 0.12 -0.06 0.37 0.005
S 1.89834 0.20753 -2.59459 0.13 0.05 -0.17 0.023
C 2.98686 1.59695 -2.20426 -0.17 -0.27 -0.07 0.001
H 2.75209 0.32739 -4.84579 -0.04 0.02 -0.10 0.001
H 1.42940 1.50432 -4.55456 -0.05 0.00 -0.09 -0.005
H 1.05193 -0.21814 -4.77457 -0.02 0.01 -0.03 0.001
H 2.52492 2.52298 -2.54611 0.05 0.06 0.04 0.001
H 3.95576 1.45297 -2.68245 0.05 0.10 0.04 0.001
H 3.09222 1.61595 -1.12209 0.02 0.04 0.00 0.000